No. 1
Molecular formula: C5H10O2
Method: DFT, the ωB97M-V functional and the def2-TZVPD basis

Summary:
E_HOMO = -9.828 eV
SMILES = OC[C@H]1CCCO1
frontier orbital gap = 10.8 eV
LUMO = 0.98 eV

XYZ file:
```
17
Properties=species:S:1:pos:R:3:forces:R:3
O 0.3206 2.6808 0.0345 -0.04 0.15 -0.21
C -0.1647 1.6451 0.8456 -0.13 -0.28 0.16
C 0.6265 0.3723 0.5186 0.03 0.01 -0.28
C -0.0478 -0.9535 0.9328 -0.02 -0.04 -0.13
C -0.2210 -1.6672 -0.4209 -0.02 -0.21 0.08
C -0.2267 -0.5623 -1.4561 -0.09 -0.28 0.05
O 0.7480 0.3413 -0.9495 -0.01 -0.09 0.43
H 0.5294 2.2206 -0.7978 0.02 0.36 0.06
H -1.2386 1.4501 0.6698 0.15 0.08 -0.06
H -0.0655 1.9651 1.8914 0.09 -0.29 -0.15
H 1.6544 0.4645 0.8913 -0.23 -0.01 -0.12
H -1.0034 -0.7901 1.4519 0.21 0.09 -0.22
H 0.5863 -1.5525 1.5979 -0.14 0.25 -0.11
H -1.0794 -2.3353 -0.5166 0.08 0.03 0.24
H 0.6998 -2.2278 -0.6140 -0.24 -0.18 0.05
H -1.1988 -0.0671 -1.6228 0.18 -0.13 0.27
H 0.0914 -1.0036 -2.4057 0.17 0.54 -0.04
```
Positions in Å, forces in eV/Å.

***

No. 2
Molecular formula: C5H9NO2
Method: DFT, the ωB97M-V functional and the def2-TZVPD basis

Summary:
E_HOMO (alpha / beta) = 0.386 / -3.308 eV
frontier orbital gap (alpha / beta) = 3.3 / 7.0 eV
spin multiplicity = 2
net charge = -1
LUMO (alpha / beta) = 3.71 / 3.67 eV

XYZ file:
```
17
Properties=species:S:1:pos:R:3:forces:R:3
C 0.6180 0.3006 -1.9864 -1.28 1.15 1.21
N 0.1712 0.2785 -0.6677 1.48 -0.76 -0.82
C -0.2650 -1.0543 -0.1983 -0.85 0.85 -0.08
C -1.6952 -1.0171 0.3724 -0.50 -0.16 -1.12
C 0.9649 1.0981 0.2424 1.14 0.63 0.40
C 0.6888 0.9231 1.6749 -1.76 -1.44 0.51
O 1.1603 1.7100 2.5418 0.85 1.07 0.75
O 1.3943 1.1172 -2.4381 0.02 -0.42 -0.29
H -0.0154 -0.3605 -2.6087 0.47 -0.32 -0.19
H 0.3725 -1.4391 0.5896 0.53 0.09 -0.11
H -0.1643 -1.6861 -1.0794 -0.36 -0.38 0.14
H -2.2539 -0.1725 -0.0408 0.36 0.28 0.25
H -2.2941 -1.8517 -0.0139 0.23 -0.39 0.42
H -1.7224 -0.9656 1.4551 -0.01 -0.04 0.02
H 0.8478 2.1744 0.0495 -0.11 -0.20 -0.51
H 2.0694 0.9147 0.1014 -0.35 0.00 -0.49
H 0.1233 0.0303 2.0061 0.14 0.06 -0.08
```
Positions in Å, forces in eV/Å.

***

Calculated values (Eh) of calculated total energy for the records, taken in order: -346.9700; -401.0990.